a.
C5H11N3 | ωB97M-V/def2-TZVPD

Properties
multiplicity	1
SMILES	C=C(N)C(=C)N(C)N
gap between HOMO and LUMO	8.9	eV
HOMO level	-7.95	eV

Last column: Mulliken charge in e.
Atoms and positions in Å:
C -2.555 -0.106 -0.227  -0.970
N -0.922 0.541 -0.040  0.132
C -0.161 -0.549 -0.152  0.409
C 1.501 0.116 -0.112  0.378
N -0.857 1.310 1.113  -0.619
N 1.862 0.682 -1.312  -0.443
C -0.223 -1.818 -0.512  -1.073
C 2.280 0.014 0.963  -1.028
H -0.638 0.785 1.958  0.263
H -0.205 2.073 0.984  0.262
H 1.123 0.840 -1.977  0.231
H 2.635 1.332 -1.321  0.225
H -2.673 -0.530 -1.219  0.337
H -2.793 -0.808 0.574  0.349
H -3.116 0.814 -0.108  0.340
H 0.688 -2.333 -0.772  0.293
H -1.161 -2.317 -0.686  0.358
H 1.892 -0.353 1.899  0.267
H 3.323 0.307 0.946  0.289


b.
C5H11N3 | ωB97M-V/def2-TZVPD

Properties
multiplicity	1
gap between HOMO and LUMO	9.2	eV
HOMO level	-8.06	eV

Last column: Mulliken charge in e.
Atoms and positions in Å:
C 1.437 0.050 -1.805  -0.875
C -0.034 -1.406 1.902  -0.971
C -0.430 1.452 1.228  -1.331
N 0.493 0.800 -0.998  -0.185
C -1.469 0.187 -1.200  -0.026
C 0.044 0.345 0.316  0.855
N 0.363 -0.856 0.634  -0.569
N -1.657 -0.697 -1.996  -0.366
H 0.357 1.783 -1.193  0.305
H -2.026 -1.633 -1.970  0.269
H 1.948 -0.682 -1.183  0.275
H 0.917 -0.508 -2.585  0.285
H 2.163 0.725 -2.252  0.334
H -1.075 -1.175 2.185  0.274
H 0.062 -2.493 1.835  0.323
H 0.598 -1.057 2.712  0.320
H -1.481 1.290 1.477  0.327
H -0.367 2.422 0.742  0.383
H 0.154 1.453 2.152  0.373


c.
C5H11N3 | ωB97M-V/def2-TZVPD

Properties
multiplicity	1
SMILES	[H]/N=C/N/C=N/C(C)C
gap between HOMO and LUMO	9.8	eV
HOMO level	-8.80	eV

Last column: Mulliken charge in e.
Atoms and positions in Å:
C -1.512 0.374 1.319  -0.899
C -1.659 -0.483 0.069  0.107
C -2.025 0.353 -1.218  -1.096
C 0.568 -0.476 -0.169  -0.299
C 3.056 -0.286 -0.096  0.014
H -1.656 -0.205 2.274  0.283
H -2.357 1.114 1.326  0.314
H -0.535 1.013 1.237  0.270
H -2.449 -1.263 0.221  0.330
H -1.479 1.340 -1.145  0.289
H -1.751 0.110 -2.338  0.294
H -3.093 0.595 -1.159  0.345
H 0.506 0.552 -0.269  0.548
H 1.906 -2.028 0.010  0.278
H 3.951 -0.855 -0.036  0.381
H 3.921 1.407 0.004  0.202
N -0.343 -1.313 0.033  -0.581
N 1.920 -0.963 -0.048  -0.125
N 3.030 1.013 -0.016  -0.655


d.
C5H11N3 | ωB97M-V/def2-TZVPD

Properties
multiplicity	1
gap between HOMO and LUMO	8.2	eV
HOMO level	-7.24	eV

Last column: Mulliken charge in e.
Atoms and positions in Å:
C -0.527 0.115 -1.144  -0.965
C -0.845 -0.264 1.535  -1.520
C 1.310 -1.463 -0.653  0.556
C 0.379 0.167 0.770  1.163
N 0.863 1.390 1.202  -0.565
N -1.571 1.091 -0.966  -0.434
C 1.421 -0.821 0.504  -1.080
N 1.666 -1.917 -1.742  -0.569
H 1.673 1.757 0.726  0.215
H 0.190 2.073 1.518  0.213
H 1.040 -2.559 -2.223  0.284
H -2.403 0.905 -1.511  0.202
H -1.252 2.038 -1.114  0.185
H 0.256 0.428 -1.838  0.344
H -0.983 -0.829 -1.437  0.433
H 2.218 -1.002 1.219  0.371
H -0.640 -0.208 2.608  0.438
H -1.685 0.385 1.275  0.407
H -1.110 -1.284 1.270  0.320


Energetically preferred structure: c | next structure: +162.5 kJ/mol


a.
C5H11N3 | ωB97M-V/def2-TZVPD

Properties
multiplicity	1
gap between HOMO and LUMO (spin up / spin down)	8.6 / 7.4	eV
HOMO level (spin up / spin down)	-7.76 / -7.61	eV

Last column: Mulliken charge in e.
Atoms and positions in Å:
C -0.577 -1.816 -0.212  -0.484
C 2.542 0.748 -0.173  -1.124
C -2.305 0.012 0.410  -1.361
N 1.374 0.102 0.391  -0.309
N 0.628 -2.044 0.510  -0.540
C 0.177 0.525 0.036  0.818
C -0.915 -0.380 0.046  0.119
N -0.075 1.831 -0.399  -0.494
H 0.414 -1.937 1.504  0.246
H 0.728 2.433 -0.486  0.262
H -0.737 1.950 -1.148  0.208
H -0.439 -2.030 -1.279  0.286
H -1.416 -2.440 0.136  0.336
H 3.388 0.068 -0.066  0.304
H 2.449 1.025 -1.234  0.356
H 2.792 1.653 0.395  0.340
H -3.037 -0.415 -0.287  0.338
H -2.567 -0.377 1.403  0.294
H -2.425 1.093 0.453  0.404


b.
C5H11N3 | ωB97M-V/def2-TZVPD

Properties
multiplicity	1
gap between HOMO and LUMO	8.9	eV
HOMO level	-7.80	eV

Last column: Mulliken charge in e.
Atoms and positions in Å:
C 0.896 -0.666 0.485  0.247
C 1.599 -1.908 0.030  -1.421
N -0.754 -0.938 0.755  -0.286
C 0.177 0.195 -0.501  0.809
N -1.598 -0.118 1.536  -0.574
C 0.084 1.630 -0.106  -0.239
C -0.435 2.569 -0.885  -0.831
N 0.159 -0.272 -1.738  -0.775
H -1.163 -1.573 0.067  0.331
H 1.334 -0.140 1.332  0.367
H -2.300 0.359 0.972  0.221
H -2.070 -0.692 2.224  0.241
H -0.288 0.369 -2.394  0.182
H 0.343 1.892 0.913  0.219
H 1.661 -2.614 0.859  0.365
H 2.604 -1.654 -0.312  0.349
H 1.072 -2.379 -0.796  0.325
H -0.745 2.360 -1.902  0.188
H -0.575 3.580 -0.538  0.284


c.
C5H11N3 | ωB97M-V/def2-TZVPD

Properties
multiplicity	1
gap between HOMO and LUMO	8.3	eV
HOMO level	-7.36	eV

Last column: Mulliken charge in e.
Atoms and positions in Å:
C -0.870 -0.379 0.569  0.252
C -0.401 0.896 1.177  -0.935
C 0.467 0.540 -1.106  -1.292
C 0.623 -0.712 -0.415  0.331
C -0.437 -1.729 0.283  -0.374
H -2.739 -0.524 0.064  0.294
H -2.020 0.743 -0.961  0.261
H -1.037 1.524 1.647  0.459
H 0.583 0.720 1.590  0.433
H 0.234 2.808 -0.195  0.250
H -0.362 0.695 -1.820  0.363
H 1.503 0.712 -1.315  0.441
H 2.339 -1.576 -0.172  0.307
H 2.538 0.266 -0.039  0.306
H -0.004 -1.963 1.337  0.310
H -0.765 -2.513 -0.503  0.315
N -1.871 -0.356 -0.537  -0.659
N 0.239 1.537 0.072  -0.389
N 1.981 -0.688 0.325  -0.672


d.
C5H11N3 | ωB97M-V/def2-TZVPD

Properties
multiplicity	1
SMILES	C1=N\CCCCNN/1
gap between HOMO and LUMO	9.2	eV
HOMO level	-8.16	eV

Last column: Mulliken charge in e.
Atoms and positions in Å:
C -1.884 -0.402 -0.290  -0.431
C -1.415 0.825 0.614  -0.661
C -0.179 1.740 -0.001  -0.464
C 1.819 0.247 -0.233  0.079
C -0.720 -1.222 -0.659  -0.884
H -2.585 -0.123 -1.141  0.355
H -2.455 -1.151 0.317  0.266
H -2.418 1.378 0.690  0.311
H -1.092 0.497 1.568  0.372
H -0.689 2.209 -0.941  0.252
H 0.164 2.581 0.760  0.310
H 2.899 0.149 -0.423  0.362
H 2.145 -1.667 0.560  0.258
H -0.279 -1.168 1.445  0.303
H -0.274 -0.641 -1.420  0.367
H -0.791 -2.314 -1.035  0.284
N 1.139 1.251 -0.404  -0.549
N 1.452 -0.878 0.375  -0.211
N 0.217 -1.357 0.462  -0.319


Energetically preferred structure: d | next structure: +19.7 kJ/mol


a.
C5H11N3 | ωB97M-V/def2-TZVPD

Properties
multiplicity	1
SMILES	[H]/N=C(/C)[C@@H](N)C/C=N/[H]
gap between HOMO and LUMO	10.0	eV
HOMO level	-9.06	eV

Last column: Mulliken charge in e.
Atoms and positions in Å:
C 0.213 0.459 0.319  0.166
C -0.991 -0.193 -0.325  -0.844
C 1.344 -1.927 -0.241  -1.263
C 1.488 -0.504 0.192  0.627
N 0.454 1.757 -0.272  -0.532
C -2.249 0.675 -0.019  -0.140
N 2.646 -0.100 0.475  -0.716
N -3.194 0.176 0.639  -0.594
H 0.025 0.603 1.391  0.265
H 1.175 2.274 0.216  0.279
H 0.699 1.675 -1.253  0.238
H 2.713 0.865 0.798  0.191
H -3.991 0.790 0.803  0.253
H -0.869 -0.236 -1.409  0.395
H -1.198 -1.179 0.084  0.275
H -2.192 1.717 -0.364  0.409
H 0.701 -2.465 0.455  0.321
H 0.904 -1.986 -1.235  0.304
H 2.323 -2.400 -0.255  0.364


b.
C5H11N3 | ωB97M-V/def2-TZVPD

Properties
multiplicity	1
gap between HOMO and LUMO	7.5	eV
HOMO level	-7.65	eV

Last column: Mulliken charge in e.
Atoms and positions in Å:
C 1.930 -0.035 -1.303  -0.465
N 2.068 -0.199 0.091  -0.345
N 0.488 -0.996 0.649  -0.292
H 1.908 0.703 0.544  0.311
H 0.518 -0.829 1.652  0.315
H 0.797 -1.939 0.449  0.383
H 2.445 -0.831 -1.843  0.266
H 2.223 0.958 -1.651  0.342
H 0.829 -0.140 -1.635  0.164
C -1.301 1.029 1.706  -1.316
C -1.539 0.568 0.291  0.565
N -2.337 1.232 -0.441  -0.755
C -0.776 -0.608 -0.213  0.147
C -0.856 -1.118 -1.453  -0.916
H -2.391 0.799 -1.370  0.350
H -0.240 1.249 1.879  0.257
H -1.878 1.934 1.894  0.359
H -1.591 0.253 2.421  0.338
H -0.297 -2.030 -1.667  0.293


c.
C5H11N3 | ωB97M-V/def2-TZVPD

Properties
multiplicity	1
gap between HOMO and LUMO	8.1	eV
HOMO level	-7.19	eV

Last column: Mulliken charge in e.
Atoms and positions in Å:
C -0.720 1.781 -0.104  -1.570
C 0.138 -0.382 1.060  0.029
C 0.137 0.539 -0.093  0.876
N 1.138 -0.483 1.994  -0.489
N 1.377 0.698 -0.768  -0.581
N -0.340 -1.639 -1.661  -0.610
C -0.884 -1.228 0.721  -0.750
C -1.071 -0.891 -0.684  -0.270
H 1.545 0.368 2.363  0.203
H 1.071 -1.248 2.653  0.229
H 2.065 -0.006 -0.525  0.274
H 1.781 1.627 -0.750  0.214
H 0.669 -1.573 -1.561  0.269
H -0.551 -1.352 -2.613  0.266
H -1.469 -1.903 1.340  0.379
H -2.071 -0.631 -1.043  0.387
H -0.213 2.612 0.409  0.415
H -0.927 2.112 -1.128  0.359
H -1.674 1.599 0.391  0.370


Energetically preferred structure: a | next structure: +111.9 kJ/mol